(1)
{"formula": "C3H5NO2", "method": "ωB97M-V/def2-TZVPD", "total_charge": 0, "homo_lumo_gap_ev": 9.9, "homo_ev": -9.287, "species": ["N", "C", "O", "C", "C", "O", "H", "H", "H", "H", "H"], "positions_angstrom": [[1.3812, 0.6585, 0.1250], [1.1752, 0.0505, -1.0631], [0.1250, -0.7663, -1.0711], [-0.7233, -0.8252, 0.0854], [-1.3577, 0.5084, 0.4334], [-1.8600, 0.7181, 1.5074], [2.1197, 1.3545, -0.0066], [2.2080, -0.2242, -0.3903], [-0.1837, -1.1990, 0.9584], [-1.5094, -1.5322, -0.1921], [-1.3750, 1.2569, -0.3866]], "forces_ev_per_a": [[0.0, 0.0, -0.2], [-0.2, 0.1, 0.2], [0.1, 0.1, -0.1], [0.0, -0.1, 0.2], [-0.2, 0.0, 0.3], [0.2, -0.1, -0.5], [0.0, -0.1, 0.0], [0.3, 0.0, 0.1], [-0.1, 0.0, -0.1], [0.0, 0.1, 0.1], [0.0, 0.0, 0.1]]}


(2)
{"formula": "C5H7N", "method": "ωB97M-V/def2-TZVPD", "total_charge": 0, "homo_lumo_gap_ev": [7.7, 7.7], "homo_ev": [-7.658, -7.659], "species": ["C", "N", "C", "C", "C", "C", "H", "H", "H", "H", "H", "H", "H"], "positions_angstrom": [[-1.1359, 0.8089, -0.5232], [1.1595, -0.5938, -1.1747], [-0.2553, -0.2662, 0.0203], [-0.6186, -1.2912, 0.7823], [1.4598, 0.2387, -0.1842], [1.8686, 1.0987, 0.6202], [1.4133, -1.5552, -0.9602], [-0.9054, 1.7679, -0.0586], [-1.0156, 0.9063, -1.6000], [-2.1776, 0.5649, -0.3211], [-1.6706, -1.4921, 0.9281], [0.0689, -2.0556, 1.1188], [1.8089, 1.8687, 1.3524]], "forces_ev_per_a": [[0.2, 0.1, -0.1], [-2.2, -0.1, 0.8], [-0.4, -1.3, -2.2], [0.4, -0.3, -0.3], [2.4, 2.5, 2.6], [-0.6, -1.1, -1.6], [0.0, 0.0, 0.1], [0.0, -0.1, 0.0], [0.1, 0.0, 0.0], [0.0, -0.1, 0.1], [0.0, 0.5, 0.5], [0.1, 0.0, -0.2], [0.1, -0.1, 0.1]]}


(3)
{"formula": "C50H86N2O18", "method": "ωB97M-V/def2-TZVPD", "total_charge": 0, "smiles": "CC1(C)CCCC(C)(C)N1O.CC1(C)CCCC(C)(C)N1O.O=C1CCCO1.O=C1CCCO1.O=C1CCCO1.O=C1CCCO1.O=C1CCCO1.O=C1CCCO1.O=C1CCCO1.O=C1CCCO1", "homo_lumo_gap_ev": 8.5, "homo_ev": -8.228, "species": ["C", "C", "C", "C", "C", "C", "C", "C", "C", "N", "O", "H", "H", "H", "H", "H", "H", "H", "H", "H", "H", "H", "H", "H", "H", "H", "H", "H", "H", "H", "C", "C", "C", "C", "C", "C", "C", "C", "C", "N", "O", "H", "H", "H", "H", "H", "H", "H", "H", "H", "H", "H", "H", "H", "H", "H", "H", "H", "H", "H", "O", "C", "C", "C", "C", "O", "H", "H", "H", "H", "H", "H", "O", "C", "C", "C", "C", "O", "H", "H", "H", "H", "H", "H", "O", "C", "C", "C", "C", "O", "H", "H", "H", "H", "H", "H", "O", "C", "C", "C", "C", "O", "H", "H", "H", "H", "H", "H", "O", "C", "C", "C", "C", "O", "H", "H", "H", "H", "H", "H", "O", "C", "C", "C", "C", "O", "H", "H", "H", "H", "H", "H", "O", "C", "C", "C", "C", "O", "H", "H", "H", "H", "H", "H", "O", "C", "C", "C", "C", "O", "H", "H", "H", "H", "H", "H"], "positions_angstrom": [[1.7087, 0.8982, 5.3505], [2.7111, -0.2931, 5.5413], [4.0982, 0.3334, 5.6258], [2.3806, -0.8661, 6.9669], [1.1043, -1.7351, 6.8704], [1.2440, -2.7087, 5.7673], [1.3076, -2.1388, 4.3603], [1.6162, -3.3284, 3.4195], [-0.0185, -1.4916, 3.9626], [2.4833, -1.2794, 4.4300], [2.7682, -0.5910, 3.2331], [0.7034, 0.6615, 5.6992], [1.9591, 1.7593, 5.9702], [1.6019, 1.2799, 4.3351], [4.1589, 1.1848, 6.3036], [4.8255, -0.4648, 5.7746], [4.2722, 0.7826, 4.6481], [3.2138, -1.2810, 7.5341], [2.0247, -0.1182, 7.6755], [0.9649, -2.3389, 7.7671], [0.2679, -1.0395, 6.8025], [0.3975, -3.3940, 5.8094], [2.2054, -3.1956, 5.9311], [1.7732, -4.2319, 4.0087], [2.3175, -3.1341, 2.6080], [0.7159, -3.5512, 2.8469], [-0.4085, -0.6601, 4.5495], [-0.8443, -2.2029, 3.9476], [-0.1682, -1.1459, 2.9398], [3.6429, -0.8445, 2.9296], [1.5008, -3.6153, -3.5450], [2.0326, -2.6889, -4.7527], [3.0616, -1.6859, -4.2706], [2.6135, -3.6134, -5.9277], [2.9112, -2.8356, -7.1919], [1.6422, -2.1477, -7.7794], [0.8615, -1.2974, -6.6435], [1.4012, 0.1980, -6.5488], [-0.6142, -1.3055, -7.1977], [0.7943, -2.0433, -5.3210], [0.1161, -1.3580, -4.2808], [0.5400, -4.0691, -3.7879], [2.2085, -4.3743, -3.2114], [1.4292, -3.1225, -2.5755], [3.8641, -1.4924, -4.9824], [2.5943, -0.7026, -4.3243], [3.4860, -1.8702, -3.2837], [3.5371, -3.9940, -5.4915], [1.8400, -4.3812, -5.9447], [3.6573, -2.0711, -6.9755], [3.2683, -3.5477, -7.9359], [1.1174, -3.0115, -8.1872], [1.9792, -1.5384, -8.6180], [2.3239, 0.3934, -7.0951], [1.2496, 0.4710, -5.5044], [0.8355, 0.9265, -7.1296], [-0.6933, -0.6685, -8.0787], [-1.1466, -0.8095, -6.3862], [-1.0230, -2.3085, -7.3199], [-0.6789, -1.8960, -4.2937], [-3.3005, 2.7720, 6.5772], [-2.6854, 3.2012, 5.5627], [-2.7606, 4.5726, 4.8191], [-1.7798, 4.3852, 3.7203], [-0.9856, 3.1697, 4.0186], [-1.8522, 2.4122, 4.9523], [-3.7878, 4.6314, 4.4593], [-2.5724, 5.4280, 5.4681], [-2.1637, 4.3763, 2.7002], [-1.2599, 5.3419, 3.7696], [-0.7449, 2.6588, 3.0863], [0.0007, 3.3671, 4.4384], [6.3197, 3.8693, 1.1611], [5.0498, 3.8281, 1.0389], [4.0691, 4.6955, 1.7040], [2.7628, 4.0327, 1.2933], [3.1190, 2.6266, 0.7013], [4.4699, 2.7255, 0.4286], [4.1236, 4.8774, 2.7774], [4.1350, 5.7275, 1.3595], [1.9997, 3.8181, 2.0415], [2.3104, 4.8202, 0.6906], [2.7943, 1.8762, 1.4221], [2.6626, 2.4450, -0.2717], [-6.9266, 0.7693, 0.2803], [-6.0937, 1.5891, 0.7546], [-6.0323, 3.0315, 0.5224], [-5.2381, 3.3792, 1.7668], [-4.1829, 2.2019, 1.9772], [-5.0215, 1.1529, 1.5146], [-5.3599, 3.0802, -0.3341], [-6.9623, 3.5903, 0.4170], [-4.7455, 4.3514, 1.7843], [-5.7996, 3.3238, 2.6993], [-3.2785, 2.4190, 1.4088], [-4.0439, 1.9488, 3.0282], [-2.4610, -1.5594, -3.9907], [-3.6962, -1.3457, -3.8422], [-4.4049, -0.5109, -2.8648], [-5.6760, -0.2380, -3.5532], [-5.8866, -1.6518, -4.2428], [-4.5279, -1.9497, -4.6298], [-4.5236, -1.0964, -1.9532], [-3.8968, 0.4065, -2.5678], [-6.4295, 0.0124, -2.8065], [-5.6508, 0.7064, -4.0970], [-6.2914, -2.3715, -3.5312], [-6.5644, -1.4302, -5.0672], [-3.5551, 5.3184, -1.1926], [-2.7272, 4.7775, -1.8996], [-2.6482, 3.3002, -2.1217], [-1.2753, 3.0623, -2.7600], [-0.6726, 4.4815, -2.8925], [-1.7225, 5.4317, -2.5719], [-2.7870, 2.6645, -1.2472], [-3.4773, 2.9195, -2.7182], [-0.5421, 2.4980, -2.1838], [-1.2660, 2.5300, -3.7111], [0.1357, 4.7135, -2.1990], [-0.3256, 4.5747, -3.9215], [5.1898, -0.9151, 1.5136], [5.5391, -0.6798, 0.3531], [4.5701, -0.5191, -0.7555], [5.4198, -0.2635, -1.9335], [6.7867, -0.0877, -1.3168], [6.7261, -0.7470, -0.0642], [3.9784, -1.4082, -0.9735], [3.9250, 0.2847, -0.4003], [5.3669, -1.1227, -2.6023], [5.1066, 0.6594, -2.4215], [7.6459, -0.4929, -1.8512], [7.0608, 0.9616, -1.2070], [-0.9621, 1.8695, 0.9019], [-0.5994, 0.7367, 0.5654], [-1.5568, -0.4249, 0.2002], [-0.5362, -1.3926, -0.4723], [0.8301, -0.9689, 0.2200], [0.6234, 0.3672, 0.5316], [-1.9203, -0.8594, 1.1315], [-2.3920, -0.1100, -0.4254], [-0.6481, -2.4495, -0.2301], [-0.5955, -1.4072, -1.5606], [0.9263, -1.4868, 1.1743], [1.7799, -1.3261, -0.1780], [-4.0822, -2.9150, -0.5623], [-3.6749, -3.5715, 0.3800], [-4.3400, -3.9825, 1.6044], [-3.2334, -4.3272, 2.6243], [-1.9736, -4.6949, 1.6663], [-2.3957, -4.0452, 0.4552], [-5.1537, -3.3010, 1.8528], [-4.7387, -4.9740, 1.3900], [-3.0984, -3.4598, 3.2705], [-3.6468, -4.9916, 3.3832], [-1.0218, -4.3311, 2.0533], [-2.0090, -5.7694, 1.4868]], "forces_ev_per_a": [[-0.4, 0.3, 0.4], [-2.2, 1.5, 1.5], [-0.1, -0.6, -1.8], [-1.4, -0.2, -0.2], [0.9, 0.4, 0.9], [-0.7, -0.5, -0.5], [0.6, 0.3, -0.1], [-1.2, 0.2, -0.5], [-1.4, 0.4, -0.5], [2.3, 0.5, 0.8], [-1.1, 0.3, -0.5], [0.0, -0.3, -0.1], [0.4, 0.0, 0.1], [0.3, -0.3, -0.2], [-0.1, -0.6, 0.5], [0.3, 0.3, 0.3], [0.4, 0.0, -0.2], [0.2, -0.7, -0.7], [0.5, 0.9, -0.4], [0.0, 0.3, 0.3], [-0.3, -0.3, -0.2], [0.2, -0.5, -0.1], [-0.2, -0.5, 0.0], [0.7, 0.1, -0.2], [0.6, 0.0, 0.6], [-0.3, 0.0, 0.1], [0.5, -0.1, 0.4], [0.1, -0.6, 0.6], [1.1, 0.2, -0.3], [0.4, -0.4, 0.0], [0.9, 0.7, -0.5], [-1.0, -1.1, -0.3], [0.0, 1.2, -0.4], [-0.7, 1.3, 2.4], [-0.9, 0.2, -0.2], [1.3, -0.5, 2.2], [-0.6, -0.6, -1.9], [-1.1, -0.9, -0.5], [0.8, 1.1, 1.6], [1.7, -1.0, -1.1], [0.6, 0.2, -1.0], [0.1, 0.0, -0.1], [0.3, -0.5, -0.9], [-0.5, 0.9, -0.3], [0.4, -0.6, 0.0], [-0.2, 0.1, 0.9], [-0.2, -0.1, -0.1], [0.0, -0.4, -0.2], [0.3, -0.3, -0.8], [0.3, -0.2, -0.1], [0.4, 0.2, -0.1], [-0.9, 0.4, 0.1], [-0.4, 0.4, 0.1], [0.9, -0.6, 1.1], [0.9, 0.4, -0.1], [-1.1, -0.3, 0.0], [0.0, -0.3, -0.2], [-0.7, 0.0, -0.2], [0.2, 0.1, -0.1], [-0.7, 0.5, 0.5], [1.6, 2.0, -3.4], [-2.7, -0.2, 3.9], [-1.6, -1.7, 1.1], [0.4, 2.5, -1.0], [0.4, -0.5, 0.0], [2.4, -0.8, -1.7], [-0.1, 0.2, 0.1], [0.0, -0.3, 0.1], [-0.5, -0.3, 0.2], [1.0, -0.3, -0.4], [-0.6, -0.8, 0.3], [-0.2, 0.0, 0.8], [-5.3, 0.2, -1.1], [6.5, -2.1, 1.4], [-1.4, 0.5, 0.4], [-1.5, 0.2, 0.0], [-1.8, 2.1, -0.6], [2.5, 0.9, 0.6], [0.8, -0.9, 0.1], [0.1, -0.1, -0.5], [0.4, 0.4, 0.6], [-0.5, -0.9, -0.9], [0.7, -0.4, -0.1], [-0.5, -0.1, 0.2], [3.0, 2.6, 1.8], [-2.6, -4.6, -1.5], [1.2, 0.3, 1.2], [2.0, 0.8, 1.8], [-2.5, 1.9, -0.3], [-0.9, -1.2, -1.6], [-0.2, 0.7, -0.4], [0.1, -0.5, -0.2], [-0.1, 0.1, -0.3], [-0.7, 0.2, -0.3], [0.1, -0.8, -0.1], [0.6, 0.5, -0.1], [-3.7, 0.9, 0.9], [5.7, -0.9, -0.2], [1.1, 1.0, 1.2], [-1.9, -0.6, 1.3], [-0.3, 3.3, 0.2], [-2.0, -1.3, -1.2], [-0.1, -0.2, 0.0], [0.5, -0.2, -0.2], [-0.4, -0.5, 0.1], [0.2, -0.6, -1.1], [0.2, -0.1, -0.2], [0.4, -1.0, -0.4], [1.2, -0.2, -1.2], [-0.9, 0.7, 1.1], [0.7, -1.6, -0.3], [0.9, 0.2, 0.1], [-0.4, -0.2, -0.4], [-0.7, -0.8, 0.4], [0.3, 0.7, 0.6], [0.0, 0.6, -0.6], [-0.5, -0.2, 0.6], [-0.4, 0.3, -0.1], [0.1, -0.3, -0.1], [-0.1, 0.7, 0.1], [0.8, 0.6, -1.3], [-4.2, -2.4, 3.9], [-1.3, 0.4, 0.5], [0.3, 0.8, -1.3], [1.5, 0.4, -1.3], [3.4, 0.5, -0.2], [-0.1, -0.1, 0.8], [-0.3, 0.0, -0.6], [0.2, 0.3, -0.2], [0.2, -0.2, -0.5], [-0.3, -0.4, -0.2], [-0.3, 0.1, 0.5], [0.9, -1.5, -0.6], [-3.9, 1.6, 0.5], [1.8, -0.3, -0.4], [0.7, -0.8, 0.6], [-1.9, -2.7, 0.1], [3.2, 1.7, 0.0], [-0.2, 0.1, 0.1], [0.2, 0.0, 0.1], [-0.5, 0.1, 0.2], [0.4, 0.7, -0.1], [-0.5, -0.1, 0.4], [0.0, 1.3, -1.1], [0.8, -1.2, 1.3], [0.9, 0.9, -1.1], [-0.6, -1.2, 1.0], [0.0, 1.2, 0.1], [-3.6, 0.3, 1.3], [1.2, 0.5, -1.3], [0.2, -0.1, 0.3], [-0.7, 0.0, -0.4], [0.8, 0.4, -0.4], [0.6, -0.9, -0.5], [-0.2, 0.0, -0.4], [0.5, 0.0, 0.0]]}


(4)
{"formula": "C2H3ClO2S", "method": "ωB97M-V/def2-TZVPD", "total_charge": 0, "smiles": "O=C(Cl)C=S.O", "homo_lumo_gap_ev": 7.7, "homo_ev": -9.730, "species": ["O", "C", "Cl", "C", "S", "H", "O", "H", "H"], "positions_angstrom": [[4.7621, 1.4185, -0.2827], [3.9289, 0.5910, -0.0810], [4.2927, -1.1173, -0.2556], [2.5443, 0.8685, 0.3211], [1.4579, -0.2436, 0.7494], [2.2987, 1.9272, 0.3344], [-1.9031, -0.4476, -0.1394], [-1.3026, -0.9618, 0.4052], [-2.2501, -1.0313, -0.8179]], "forces_ev_per_a": [[-0.5, -0.1, 0.1], [1.2, -0.2, -0.4], [0.3, -0.2, -0.1], [-1.5, -0.2, 0.5], [0.5, 0.6, -0.2], [0.1, 0.0, 0.0], [-0.1, 0.3, 0.0], [-0.1, -0.1, -0.1], [0.1, -0.2, 0.1]]}


Number 1: DFT total energy -322.387532 a.u., maximum force 0.51 eV/Å. Number 2: DFT total energy -249.255295 a.u., maximum force 4.36 eV/Å. Number 3: DFT total energy -3420.381090 a.u., maximum force 6.93 eV/Å. Number 4: DFT total energy -1086.831364 a.u., maximum force 1.60 eV/Å.